60
Properties=species:S:1:pos:R:3:nbo_charge:R:1 method="wB97M-V/def2-TZVPD" de_lowest_kj_mol=161.44 total_charge=0 smiles="CCCCOCCCN1CC(=O)N2[C@@H](Cc3c([nH]c4ccccc34)C2(C)C)C1=O" orbital_gap_ev=8.5 lumo_energy_ev=0.63 e_homo_ev=-7.8974 max_force_ha_per_bohr=0.0148 energy_ha=-1285.06055
H -5.828 -1.244 1.099 0.1590
O 1.284 3.746 -0.564 -0.6269
C 3.810 2.857 0.766 -0.6087
C -4.565 1.010 1.174 -0.0505
H -7.105 -4.134 -1.792 0.2104
H 1.979 -1.572 1.188 0.2427
C -3.217 0.869 0.456 -0.4388
C 4.918 -2.787 0.824 -0.2031
H 7.751 -1.032 -1.228 0.2114
H -2.028 0.866 2.258 0.2412
C 4.106 0.600 -0.194 0.2305
H 2.404 -0.139 2.114 0.2253
H 2.957 3.363 -1.842 0.2560
C 2.364 -0.556 1.103 -0.4034
H 5.903 1.073 -1.226 0.4132
C -7.611 -2.355 -0.681 -0.3912
H -2.251 2.480 1.536 0.1942
H 3.638 2.439 1.755 0.2150
O -0.159 -0.453 1.974 -0.6232
H -5.705 -3.200 -1.275 0.1991
H 4.874 3.045 0.648 0.2063
H -6.697 -2.630 -2.619 0.2014
H -7.185 -0.406 -1.509 0.2008
C 0.068 0.325 1.069 0.6878
C -6.722 -3.125 -1.651 -0.6072
H -8.641 -2.393 -1.041 0.2038
N 1.882 1.597 -0.089 -0.4411
H -4.560 0.398 2.089 0.1621
H 1.163 -0.283 -0.667 0.2083
H 4.141 -3.274 1.393 0.2113
C -7.211 -0.888 -0.531 -0.4093
N 5.365 0.404 -0.704 -0.5424
C 3.699 -0.520 0.465 -0.1403
H -7.585 -2.839 0.298 0.1942
C 1.379 0.271 0.264 -0.1156
H -0.590 1.599 -1.391 0.2055
H -5.052 -1.090 -0.498 0.1611
C 5.780 -0.857 -0.376 0.1301
C 7.111 -2.805 -0.198 -0.2146
H 3.269 3.794 0.674 0.2423
H 6.255 -4.443 0.880 0.2110
H -7.954 -0.367 0.074 0.2112
H -3.270 1.409 -0.492 0.2036
C 3.327 1.872 -0.310 0.0921
H -4.719 2.056 1.454 0.1843
H -3.016 -0.183 0.243 0.2084
C -5.855 -0.700 0.141 -0.0602
C -2.083 1.421 1.318 -0.2152
H 8.024 -3.346 -0.403 0.2117
C 1.001 2.582 -0.356 0.6947
H 3.236 1.731 -2.471 0.2128
C 6.968 -1.515 -0.663 -0.2420
H 4.584 2.704 -1.860 0.1991
C -0.453 2.121 -0.432 -0.3052
N -0.795 1.274 0.676 -0.4223
C 4.745 -1.481 0.366 -0.0223
O -5.672 0.683 0.374 -0.5344
H -1.089 3.009 -0.429 0.2383
C 3.536 2.455 -1.716 -0.6224
C 6.099 -3.432 0.535 -0.2393

62
Properties=species:S:1:pos:R:3:nbo_charge:R:1 method="wB97M-V/def2-TZVPD" de_lowest_kj_mol=2601.61 total_charge=0 orbital_gap_ev=7.5 lumo_energy_ev=0.51 e_homo_ev=-6.9930 max_force_ha_per_bohr=0.3678 energy_ha=-1434.61029
H -2.300 -2.538 3.191 0.2481
C -0.085 -4.302 1.293 0.2034
H -0.828 1.819 -0.281 0.2238
C -2.582 -5.112 3.490 -0.1198
C -3.240 2.001 3.991 -0.5917
C -1.500 -2.762 2.448 -0.2957
H 2.564 1.614 -4.861 0.1403
C -0.834 2.887 -0.304 -0.2738
H -3.906 1.446 3.905 0.1838
C 1.311 2.897 -1.703 -0.3709
H -3.025 -6.018 3.741 0.1775
N -0.473 0.834 2.036 -0.4326
C 1.471 1.354 -5.386 -0.0766
O -1.978 -0.053 3.129 -0.3720
H 0.930 -5.497 -0.875 0.1856
H -0.763 3.130 -2.387 0.1400
H -1.684 3.394 -0.254 0.2109
C 1.900 -0.755 -4.436 -0.0509
C -1.045 1.869 2.491 0.0015
H 2.878 -0.380 -3.979 0.1285
C 0.957 -0.398 -3.133 -0.2075
C -0.591 -1.522 2.042 -0.0237
H -2.263 -4.574 4.517 0.1012
H 3.179 3.008 -0.323 0.2351
H -0.106 -0.584 -3.648 0.1825
C 0.318 -1.804 1.065 -0.2383
H 0.011 3.630 2.956 0.1260
H 1.250 -7.084 0.136 0.2089
H 1.392 -0.863 -2.409 0.2441
H 2.291 -5.537 0.497 0.1908
H -3.698 -4.355 3.315 0.0645
H 0.761 2.684 -4.161 0.1663
N -0.046 3.387 0.965 -0.5064
H 1.540 1.739 1.024 0.1971
C 1.273 3.050 1.041 -0.2420
C -2.191 1.166 3.185 0.3414
O 1.845 -0.009 -5.479 -0.5158
C -0.948 -0.249 2.334 0.3763
H 1.865 3.489 -2.327 0.2460
C -1.130 -4.037 2.098 0.2842
H 1.960 -1.797 -4.797 0.2083
C -0.168 3.504 -1.306 -0.2379
H -0.226 4.405 -1.427 0.1809
H -2.779 1.892 5.053 0.2130
C -0.878 3.102 1.967 -0.1437
H 2.224 4.467 -0.249 0.1757
O 1.811 0.638 -1.027 -0.7289
C 0.420 -3.099 0.742 -0.1845
C 0.606 1.855 -4.225 -0.1814
H -3.121 3.008 3.739 0.2314
H -1.692 3.906 2.182 0.2254
C 1.255 1.515 -1.912 0.6451
C 2.085 3.233 -0.432 -0.3697
H -0.414 1.557 -4.461 0.1898
H 1.627 -3.450 0.188 0.1806
C 1.322 -5.930 0.145 -0.2728
N 0.825 1.136 -2.987 -0.3677
O -1.691 -5.169 2.746 -0.4790
H 0.837 -1.155 0.548 0.2526
O 0.186 -5.770 1.014 -0.4980
H 1.386 1.901 -6.411 0.2374
H 1.909 3.286 1.963 0.2333

61
Properties=species:S:1:pos:R:3:nbo_charge:R:1 method="wB97M-V/def2-TZVPD" de_lowest_kj_mol=261.43 total_charge=0 smiles="CCCCCCOC(=O)[C@@H](C#N)c1nc2ccccc2nc1N1CCN(CC)CC1" orbital_gap_ev=8.2 lumo_energy_ev=-0.17 e_homo_ev=-8.3644 max_force_ha_per_bohr=0.0187 energy_ha=-1319.29398
C -0.783 -4.884 -0.365 -0.1895
H 3.359 -1.653 1.930 0.2081
N -3.777 2.845 -0.289 -0.4480
H 6.198 -0.380 -0.107 0.2027
C 3.331 -2.060 0.914 -0.0821
H -2.114 3.375 -1.415 0.2100
H 5.667 2.166 1.034 0.1922
C -3.445 4.840 1.240 -0.6372
N -0.341 -2.533 -0.309 -0.3786
O 2.253 -1.458 0.196 -0.4952
H -5.210 4.247 0.155 0.1925
O 1.322 -0.583 2.047 -0.5859
H 4.433 -1.896 -0.901 0.2149
C 1.348 -0.776 0.862 0.8471
C -2.603 -3.274 -0.087 0.1146
C 0.269 -0.226 -0.086 -0.4725
H -5.218 2.061 0.984 0.2067
C 6.050 2.252 -1.083 -0.6063
H -1.706 2.719 0.194 0.1641
H -4.721 0.367 -0.742 0.1904
H 0.267 -5.067 -0.533 0.2222
C 0.862 0.142 -1.346 0.2973
C -4.125 4.217 0.017 -0.1998
N 1.327 0.441 -2.347 -0.3054
H -1.263 1.047 -1.624 0.2151
H -3.790 5.863 1.365 0.2163
C -0.780 -1.312 -0.272 0.1943
C 5.266 -0.443 0.458 -0.3928
H 6.845 1.510 -1.070 0.1972
H -3.686 4.285 2.143 0.2045
H -0.190 0.646 0.391 0.2846
N -3.049 -2.003 -0.085 -0.4387
C -3.046 -5.631 -0.009 -0.1942
H 3.943 0.572 -0.910 0.2069
H -3.557 1.929 1.619 0.1688
H 5.503 2.153 -2.018 0.2048
H 5.519 -0.379 1.519 0.1953
C -4.054 0.467 0.123 -0.2204
H -3.885 4.812 -0.870 0.1922
C -4.178 1.873 0.709 -0.2272
N -2.673 0.258 -0.266 -0.4372
C -1.226 -3.554 -0.284 0.1520
H 5.346 -2.589 0.446 0.2119
H 3.118 -3.132 0.964 0.1946
C 4.367 0.735 0.083 -0.4041
H -2.957 1.166 -2.123 0.1941
C -2.273 1.232 -1.264 -0.2115
C 4.638 -1.807 0.167 -0.4145
C 5.106 2.075 0.101 -0.3876
H 3.539 0.793 0.793 0.1960
C -1.687 -5.903 -0.232 -0.2229
H 6.509 3.238 -1.055 0.2086
C -2.396 2.633 -0.665 -0.2283
H -4.547 -4.118 0.225 0.2236
C -3.504 -4.344 0.069 -0.1955
H -1.358 -6.930 -0.295 0.2164
C -2.189 -1.020 -0.252 0.3819
H -4.323 -0.286 0.863 0.2342
H -3.736 -6.455 0.098 0.2161
H -2.364 4.857 1.117 0.2037
H 4.368 2.879 0.079 0.1999